[1]
DFT (the ωB97M-V functional and the def2-TZVPD basis) results for a cluster of 2 separate species, CH3IOS2 in total.

For the electronic energy, the calculation gives -1209.12878 hartree. For the energy relative to the best compared isomer or geometry (same formula, charge and spin), the calculation gives 40.3 kcal/mol. The value obtained for the HOMO energy (spin up / spin down) is -9.742 / -8.148 eV. As for the maximum force: 2.15 eV/A. Its LUMO energy (spin up / spin down) is -0.894 / -3.438 eV.

Element x y z (Å)
1 C 0.8037 0.0900 0.5888
2 O 0.5891 -1.8614 -2.0666
3 S 2.4441 -0.3379 -0.1419
4 S 1.9639 -1.4321 -1.8960
5 I -0.1021 3.5968 -2.4669
6 H 1.0694 -0.2400 1.6118
7 H -0.1447 -0.2897 0.1379
8 H 0.6708 1.1813 0.5699

---

[2]
DFT (the ωB97M-V functional and the def2-TZVPD basis) results for a structure of composition C18H40HgP2Si.

For the electronic energy, the calculation gives -1835.19350 hartree. For the energy relative to the best compared isomer or geometry (same formula, charge and spin), the calculation gives 115.7 kcal/mol. The value obtained for the HOMO energy (spin up / spin down) is -5.537 / -4.761 eV. As for the maximum force: 3.84 eV/A. Its LUMO energy (spin up / spin down) is 0.398 / 0.502 eV.

Element x y z (Å)
1 P -0.4632 0.6268 -1.7499
2 P -0.1142 -2.5361 -1.2194
3 C 0.1348 -0.5402 -3.0638
4 C -0.5845 -1.8653 -2.9289
5 H 1.2086 -0.6581 -2.8865
6 H 0.0097 -0.0781 -4.0469
7 H -1.6807 -1.6831 -2.9820
8 H -0.3520 -2.6005 -3.7105
9 C 1.5551 -1.9716 -0.6318
10 H 1.8761 -2.5867 0.2217
11 H 1.6220 -0.9264 -0.2773
12 H 2.3480 -2.1419 -1.3735
13 C 0.1050 -4.2386 -1.7294
14 H 0.6417 -4.2647 -2.6850
15 H -0.8486 -4.7503 -1.8379
16 H 0.6797 -4.8151 -1.0129
17 C 0.5908 1.9611 -2.6817
18 H 0.4040 2.9721 -2.3004
19 H 0.3067 1.9543 -3.7471
20 H 1.6716 1.7822 -2.6121
21 C -1.9555 1.2934 -2.6511
22 H -2.8293 0.7957 -2.2097
23 H -1.8515 1.0499 -3.7234
24 H -2.0242 2.3849 -2.4964
25 Hg -1.6614 -1.2052 -0.2761
26 C 2.1704 1.9310 0.6455
27 C 2.7327 2.5407 -0.4088
28 C 2.8185 3.9913 -0.7031
29 C 1.7871 4.8208 0.1194
30 C 0.3805 4.7076 -0.3681
31 C -0.4294 3.6438 -0.1943
32 C -0.3402 2.5720 0.8834
33 C 1.0171 2.2976 1.5518
34 C -3.1327 -1.4176 1.3330
35 H 2.6510 0.9944 0.9514
36 H 3.2576 1.9184 -1.1313
37 H 2.6208 4.2021 -1.7688
38 H 3.8362 4.3811 -0.4912
39 H 1.9592 4.6229 1.1873
40 H 2.0351 5.8798 -0.0068
41 H -0.0466 5.6039 -0.8535
42 H -1.3553 3.5738 -0.7803
43 H -0.7819 1.6028 0.5520
44 H -1.0560 2.9005 1.6557
45 H 1.2257 3.0918 2.2909
46 H 0.8658 1.3955 2.1727
47 H -3.4006 -2.4690 1.5847
48 H -3.9930 -1.0140 0.7572
49 H -2.9211 -0.7989 2.2305
50 C -2.3948 -3.5363 3.8176
51 Si -1.1039 -2.7296 2.7035
52 C -0.2914 -1.3258 3.6739
53 C 0.1630 -4.0637 2.3738
54 H -3.3057 -2.9282 3.8924
55 H -1.9634 -3.6619 4.8225
56 H -2.6731 -4.5314 3.4406
57 H -0.1504 -1.6712 4.7119
58 H 0.6836 -1.0357 3.2530
59 H -0.9363 -0.4357 3.7007
60 H 0.4736 -4.4449 3.3582
61 H -0.2369 -4.9003 1.7878
62 H 1.0462 -3.6662 1.8669

---

[3]
DFT (the ωB97M-V functional and the def2-TZVPD basis) results for a structure of composition C5H10NO.

For the electronic energy, the calculation gives -326.35395 hartree. For the energy relative to the best compared isomer or geometry (same formula, charge and spin), the calculation gives 82.4 kcal/mol. The value obtained for the HOMO energy is -0.993 eV. As for the maximum force: 3.89 eV/A. The net charge is -1. Its LUMO energy is 3.916 eV.

Element x y z (Å)
1 C 0.5969 -1.4675 -0.0467
2 C -0.7944 -1.0356 -0.4248
3 C -1.5262 -0.0137 0.1719
4 C -2.7887 0.4705 -0.1236
5 N 1.2277 -0.6121 0.9972
6 C 2.2547 0.2141 0.4561
7 O 2.7260 0.2826 -0.6426
8 H 0.6564 -2.4830 0.3342
9 H 1.2531 -1.4350 -0.9313
10 H -1.2563 -1.6390 -1.2080
11 H -0.9963 0.4760 0.9941
12 H 0.8402 2.0805 -0.6360
13 H -3.3260 0.0302 -0.9477
14 H -3.2105 1.2851 0.4410
15 H 0.6778 2.7054 -0.2475
16 H 2.7487 0.7640 1.2711
17 H 0.9170 0.3775 0.5427

---

[4]
DFT (the ωB97M-V functional and the def2-TZVPD basis) results for a cluster of 3 separate species, CH7BrN3 in total.

For the electronic energy, the calculation gives -2780.31219 hartree. For the energy relative to the best compared isomer or geometry (same formula, charge and spin), the calculation gives 10.3 kcal/mol. The value obtained for the HOMO energy is -14.222 eV. As for the maximum force: 3.17 eV/A. The net charge is +1. Its LUMO energy is -3.226 eV.

Element x y z (Å)
1 C -1.7914 -1.0988 0.0150
2 N -2.4253 -2.2101 -0.0419
3 N -1.0595 -0.2065 0.0172
4 N 0.8947 1.5998 0.5483
5 Br 2.9207 -0.7579 -0.1398
6 H 4.0394 -1.2777 0.7067
7 H -3.4817 -2.0180 -0.1820
8 H -1.9659 -2.9908 0.4780
9 H 0.5868 2.4989 0.3039
10 H 0.0164 1.0386 0.3275
11 H 1.2797 1.7996 1.4642
12 H 1.5681 1.3780 -0.2381

---

[5]
DFT (the ωB97M-V functional and the def2-TZVPD basis) results for a cluster of 11 separate species, C5H34N2O10 in total.

For the electronic energy, the calculation gives -1072.83178 hartree. For the energy relative to the best compared isomer or geometry (same formula, charge and spin), the calculation gives 24.1 kcal/mol. The value obtained for the HOMO energy is -9.687 eV. As for the maximum force: 1.49 eV/A. Its LUMO energy is 0.247 eV. As for the SMILES: C[C@H](N)CN(C)C.O.O.O.O.O.O.O.O.O.O.

Element x y z (Å)
1 C 0.3609 0.2320 2.0692
2 C -0.3083 -0.3250 0.8060
3 N -1.3439 -1.3331 1.1300
4 C 0.7103 -0.9037 -0.1864
5 N 1.2628 0.1151 -1.1037
6 C 1.5813 -0.4786 -2.3975
7 C 2.4805 0.7195 -0.5665
8 H 0.8114 1.1979 1.8915
9 H -0.3596 0.3643 2.8770
10 H 1.1467 -0.4179 2.4375
11 H -0.8385 0.4720 0.3022
12 H -1.0044 -2.0865 1.7194
13 H -2.1120 -0.8474 1.5797
14 H 1.5182 -1.4264 0.3467
15 H 0.2369 -1.6797 -0.7893
16 H 0.7034 -0.9540 -2.8177
17 H 2.3383 -1.2575 -2.3287
18 H 1.9364 0.2868 -3.0877
19 H 2.2988 1.1481 0.4191
20 H 3.2774 -0.0191 -0.4474
21 H 2.8300 1.5082 -1.2334
22 O -0.2609 -3.5715 -2.4229
23 H -1.0163 -3.0440 -2.1089
24 H -0.4930 -4.4976 -2.2436
25 O 0.9382 -2.6163 3.9076
26 H 1.1527 -2.0829 4.6892
27 H 0.2702 -2.0990 3.4433
28 O -2.2737 -2.0230 -1.3184
29 H -3.2500 -2.1570 -1.2856
30 H -2.0002 -1.8410 -0.3801
31 O -2.5298 2.3880 -0.8791
32 H -2.2699 1.6529 -1.4778
33 H -1.6735 2.8072 -0.6826
34 O -3.4476 1.1935 1.4283
35 H -4.1588 1.7565 1.7355
36 H -3.1169 1.5866 0.5656
37 O 0.0752 3.1036 -0.1987
38 H 0.5329 2.2462 -0.1211
39 H 0.5504 3.4748 -0.9771
40 O -1.2475 3.6316 2.2597
41 H -1.9527 2.9732 2.1001
42 H -0.7486 3.6471 1.4254
43 O -1.4847 0.3284 -2.3853
44 H -0.5455 0.2966 -2.1908
45 H -1.7954 -0.5352 -2.0607
46 O 3.0550 -2.4743 2.0454
47 H 3.5684 -3.2947 2.0053
48 H 2.3854 -2.6216 2.7533
49 O 1.5777 2.7699 -2.5444
50 H 1.4832 1.8532 -2.2736
51 H 1.1491 2.8339 -3.4280

---

[6]
DFT (the ωB97M-V functional and the def2-TZVPD basis) results for a structure of composition C3H11N3O2.

For the electronic energy, the calculation gives -435.54239 hartree. For the energy relative to the best compared isomer or geometry (same formula, charge and spin), the calculation gives 92.8 kcal/mol. The value obtained for the HOMO energy is -7.607 eV. As for the maximum force: 1.83 eV/A. Its LUMO energy is 0.757 eV.

Element x y z (Å)
1 C 0.8117 -0.3083 -0.1041
2 N 1.1348 0.6347 0.9315
3 N 1.3184 0.1613 -1.3500
4 N 1.1995 -1.6910 0.0963
5 H -0.4767 -0.8497 -0.5267
6 H 2.2040 -1.8463 0.0439
7 H 0.8218 -2.0937 0.9452
8 H 2.1180 0.6026 1.1928
9 H 0.5408 0.5378 1.7464
10 H 1.5426 -0.5380 -2.0411
11 H 1.9325 0.9596 -1.3117
12 C -1.5540 1.3963 -0.4265
13 C -1.4368 -0.0022 0.0880
14 O -1.6402 -0.0940 1.4394
15 O -1.7870 -1.0421 -0.6398
16 H -1.9373 -1.0056 1.5930
17 H -2.6197 1.5941 -0.5706
18 H -1.0393 1.4728 -1.3824
19 H -1.1331 2.1118 0.2764

---

[7]
DFT (the ωB97M-V functional and the def2-TZVPD basis) results for a cluster of 2 separate species, C15H19BrO8Si in total.

For the electronic energy, the calculation gives -4048.46228 hartree. For the energy relative to the best compared isomer or geometry (same formula, charge and spin), the calculation gives 0.0 kcal/mol. The value obtained for the HOMO energy is 0.316 eV. As for the maximum force: 0.70 eV/A. The net charge is -2. Its LUMO energy is 3.045 eV.

Element x y z (Å)
1 C -1.4255 -2.2875 2.0748
2 C -1.1818 -1.9172 0.6504
3 O -1.9765 -1.4969 -0.1427
4 O 0.1488 -2.0805 0.2864
5 C 0.3458 -2.3881 -1.0937
6 C 0.6115 -1.1445 -1.9256
7 C 2.0086 -0.4761 -1.8054
8 Si 3.2041 -1.0282 -0.4877
9 Br 4.0374 -3.0789 -0.9450
10 C 4.7328 0.0817 -0.4960
11 C 4.4572 1.5469 -0.7533
12 O 5.7338 2.2051 -1.0060
13 C 5.6511 3.5660 -1.0389
14 C 5.7782 4.1441 -2.4177
15 O 5.5109 4.2282 -0.0432
16 H -1.1836 -1.4116 2.6867
17 H -2.4845 -2.4866 2.2441
18 H -0.7543 -3.0935 2.3701
19 H 1.1474 -3.1286 -1.1549
20 H -0.5590 -2.8613 -1.4875
21 H 0.4409 -1.4105 -2.9743
22 H -0.1607 -0.4207 -1.6686
23 H 1.8552 0.5942 -1.6143
24 H 2.5364 -0.5205 -2.7656
25 H 2.6236 -1.0689 0.8606
26 H 5.3947 -0.2797 -1.2908
27 H 5.2712 -0.0422 0.4474
28 H 3.9976 2.0364 0.1082
29 H 3.8430 1.6823 -1.6492
30 H 6.7466 3.8781 -2.8477
31 H 5.6996 5.2294 -2.3641
32 H 4.9988 3.7511 -3.0749
33 C -5.1855 0.1612 1.2615
34 C -5.1356 -0.5896 2.4366
35 C -6.4934 -0.8259 3.1637
36 O -6.5204 -1.5462 4.1780
37 C -7.6499 -0.1962 2.6376
38 C -7.7038 0.5741 1.4679
39 C -6.3601 0.7262 0.6893
40 O -6.3486 1.3364 -0.3915
41 O -8.7217 1.1309 1.0083
42 O -4.1008 -1.0834 2.9485
43 H -4.2670 0.3378 0.7072
44 H -8.5623 -0.3467 3.2111

---

[8]
DFT (the ωB97M-V functional and the def2-TZVPD basis) results for a structure of composition C12H24BCrF4O12.

For the electronic energy, the calculation gives -2843.29704 hartree. The value obtained for the HOMO energy (spin up / spin down) is -13.066 / -13.914 eV. As for the maximum force: 4.68 eV/A. The net charge is +1. Its LUMO energy (spin up / spin down) is -3.212 / -3.158 eV. The spin multiplicity is 5.

Element x y z (Å)
1 Cr -14.9767 -3.5043 -16.7417
2 B -16.1893 -5.4712 -18.2179
3 F -14.9960 -4.9213 -18.4570
4 F -16.8153 -4.4203 -17.6188
5 F -16.7405 -5.7801 -19.4014
6 F -15.9724 -6.5249 -17.3450
7 C -14.7127 -5.8522 -11.9889
8 O -14.7684 -5.4187 -13.3500
9 C -15.8872 -5.1789 -14.0311
10 O -15.8717 -4.5943 -15.1639
11 O -16.9817 -5.3743 -13.2383
12 C -18.2557 -5.0539 -13.6438
13 H -13.6772 -5.9423 -11.6605
14 H -15.3229 -6.7553 -11.9988
15 H -15.1561 -5.1321 -11.3011
16 H -18.9010 -5.8714 -13.3224
17 H -18.2625 -5.0470 -14.7338
18 H -18.5001 -4.0556 -13.2806
19 C -11.2250 -4.0316 -14.6193
20 O -11.2010 -5.1336 -15.4542
21 C -12.1851 -5.4361 -16.3454
22 O -13.1860 -4.7949 -16.5778
23 O -11.8381 -6.6009 -17.0185
24 C -12.6660 -7.2560 -17.9337
25 H -11.3429 -3.1026 -15.1772
26 H -10.3083 -4.0486 -14.0299
27 H -12.0820 -4.0757 -13.9471
28 H -12.4328 -6.7626 -18.8772
29 H -13.7252 -7.2146 -17.6798
30 H -12.3768 -8.3022 -18.0331
31 C -15.5037 0.7530 -17.4313
32 O -16.6726 0.3213 -18.1431
33 C -16.9337 -1.0571 -18.1331
34 O -16.2103 -1.9196 -17.5631
35 O -18.0628 -1.2222 -18.8204
36 C -18.6617 -2.4549 -18.9322
37 H -14.6612 0.0619 -17.4534
38 H -15.7179 1.1672 -16.4461
39 H -15.1343 1.6564 -17.9167
40 H -19.0913 -2.8573 -18.0148
41 H -17.8955 -3.1903 -19.1778
42 H -19.5024 -2.5304 -19.6219
43 C -14.3884 -3.0013 -21.2510
44 O -13.1352 -2.6792 -20.5808
45 C -12.9544 -2.6408 -19.2131
46 O -13.9176 -2.6638 -18.4347
47 O -11.6074 -2.5139 -18.9785
48 C -11.1887 -2.3274 -17.7087
49 H -15.1538 -2.9743 -20.4754
50 H -14.2759 -4.0275 -21.6007
51 H -14.6352 -2.2874 -22.0368
52 H -11.9120 -2.5690 -16.9299
53 H -11.0890 -1.2708 -17.4601
54 H -10.2526 -2.8482 -17.5077